C18H52GaN6O2P2 as an isolated structure, computed with the ωB97M-V functional and the def2-TZVPD basis.

**HOMO energy**: -4.010 eV
**Molar mass**: 516.325 g mol⁻¹

The geometry in ORCA input format:
```
! wB97M-V def2-TZVPD RIJCOSX def2/J DEFGRID3
* xyz -1 1
Ga 3.16566 1.62467 0.46481
P -0.97946 -3.39796 -4.70920
P -2.33005 1.50237 2.82674
O -0.98943 0.82018 2.82990
O -2.14929 -2.77917 -5.42597
N -0.23145 -4.48498 -3.56271
N -3.00481 0.64855 4.17388
N -3.91630 1.95522 2.23468
N -1.74129 3.09682 3.08518
N -0.32053 -4.25074 -6.06266
N -0.16103 -1.97790 -4.19007
C 5.45312 4.22316 2.92101
C 1.17554 -1.48137 -4.44196
C 1.06001 -0.52331 0.39803
C 1.03822 -4.18106 -6.58193
C -1.25843 -4.50102 -7.15773
C 4.25644 3.30546 2.63714
C 4.90137 0.87501 2.83794
C -4.75858 2.98025 2.78712
C -1.93204 4.04613 4.15043
C -3.54768 1.20819 5.40150
C 2.58886 -0.34786 0.29144
C -4.04108 1.92246 0.77647
C -0.94784 3.63459 1.98070
C -1.06299 -4.79135 -2.39593
C -0.89322 -1.13621 -3.25620
C 1.16420 -4.49632 -3.19979
C -2.39645 -0.65562 4.44508
C 4.62562 2.01814 1.86103
H -0.58475 -0.09220 -3.32503
H 5.54924 2.20906 1.30804
H 1.07815 -4.57354 -7.59771
H 3.74543 2.13694 -0.97375
H 6.11896 4.19912 2.06042
H 6.00181 3.97115 3.82822
H 1.79150 -1.49280 -3.53319
H -0.96723 4.41720 4.51638
H 1.44217 -5.52572 -2.95426
H -0.75028 -5.73029 -1.93188
H -4.58001 1.54953 5.27738
H -4.63450 3.12231 3.85645
H -4.60361 3.95713 2.30355
H 5.11958 5.25859 3.02871
H -2.93346 2.00755 5.82353
H 1.14351 -0.44584 -4.79825
H -2.51389 4.92211 3.81987
H -1.33609 -3.64796 -7.84347
H -2.11121 -4.89984 -2.68984
H 1.37543 -3.86853 -2.32293
H 0.57899 0.28801 -0.15192
H -5.08821 1.82056 0.47754
H -0.93273 -5.37736 -7.72285
H -0.21062 4.35076 2.34500
H 3.55050 3.87135 2.02885
H 4.06399 0.66586 3.50650
H -1.00862 -3.99875 -1.63604
H 0.72366 -1.45846 -0.07224
H -3.60790 0.44300 6.17502
H -0.38459 2.86538 1.45068
H -2.44605 3.62961 5.01279
H -3.11695 -1.29251 4.96434
H 5.17703 -0.05931 2.34844
H 1.42740 -3.16271 -6.64221
H -0.73407 -1.47012 -2.22230
H -3.63814 2.83438 0.31160
H 1.84993 2.51607 0.80245
H 1.70953 -2.04860 -5.19855
H -2.25148 -4.72578 -6.78137
H 2.83510 -0.67059 -0.72624
H -1.58366 4.15010 1.24271
H 3.73202 2.98720 3.54013
H -5.80211 2.68840 2.63077
H 5.74431 1.15451 3.48949
H 1.82864 -4.17797 -3.99666
H 1.72652 -4.81664 -6.01834
H -2.13635 -1.16704 3.52359
H 3.13731 -1.00731 0.96833
H -1.49109 -0.57330 5.05835
H 0.69033 -0.50549 1.41971
H -3.49463 1.07068 0.36314
H -1.96593 -1.15425 -3.46186
*
```